Entry from the OMol25 dataset: one molecule with the formula C4H3NO2 at a distorted geometry (the ωB97M-V functional and the def2-TZVPD basis).

CARTESIAN COORDINATES (ANGSTROEM)
N -0.2131 -0.8866 -2.2270
C -0.3854 -0.3270 -1.2544
C -0.8033 0.2348 -0.0057
O -0.1716 1.4408 0.4017
C 0.9980 0.7460 0.8902
C 0.9154 -0.5666 0.9214
O -0.3647 -0.7880 0.8339
H -1.8414 0.3926 -0.1313
H 1.8825 1.3455 1.1322
H 1.3930 -1.2778 1.3946

Force components x, y, z for each atom (eV/Å):
N 0.3 -0.7 -1.3
C 0.4 0.9 -1.7
C -0.4 0.5 0.2
O 1.7 -3.0 0.8
C 3.3 3.3 -0.5
C -0.7 4.7 0.3
O -5.8 -2.4 -0.2
H -1.3 -0.1 0.9
H -0.7 0.0 -0.4
H 3.2 -3.2 1.9

* SMILES: N#CC1OC=CO1
* ΔE to the lowest compared entry with this formula, charge and spin: 367.3 kJ/mol
* Kohn-Sham gap: 0.3694 Ha
* LUMO level: 0.72 eV
* highest occupied orbital energy: -9.327 eV
* E: -9777.8800 eV